No. 1
C24H68O16Ti as an isolated structure in a non-equilibrium geometry. Source: the OMol25 dataset; level of theory: ωB97M-V/def2-TZVPD.

XYZ file:
```
109
Properties=species:S:1:pos:R:3:lowdin_charge:R:1
Ti -12.60785 -13.17821 11.76986 0.75
C -16.87760 -14.12669 9.33849 -0.03
C -16.40453 -14.76442 10.67559 -0.46
C -16.59756 -13.86213 11.89353 -0.06
O -17.02368 -16.04322 10.94865 -0.06
H -17.78919 -13.50781 9.56657 0.09
H -17.03104 -14.88931 8.60816 0.06
H -16.16303 -13.34323 9.00318 0.07
H -15.34521 -15.07414 10.56062 0.11
H -15.91739 -12.94413 12.00275 0.10
H -16.36639 -14.45958 12.68630 0.02
H -17.63414 -13.52012 12.02268 0.09
H -17.95706 -16.06762 11.11068 0.08
C -15.05926 -6.44517 11.83688 -0.05
C -13.73906 -7.11440 11.46157 -0.43
C -12.42631 -6.60569 12.11413 -0.04
O -13.91284 -8.50871 11.77846 -0.10
H -15.86645 -7.03430 11.39897 0.09
H -15.11425 -5.43501 11.37525 0.10
H -15.22160 -6.30379 12.88988 0.08
H -13.59688 -7.09434 10.35389 0.14
H -12.18689 -5.64335 11.68170 0.08
H -11.52854 -7.21075 11.94433 0.07
H -12.48713 -6.45573 13.18337 0.07
H -14.49864 -8.62345 12.53747 0.10
C -10.67130 -8.94430 9.42550 -0.04
C -10.14353 -9.31421 8.02224 -0.46
C -8.65805 -9.34899 7.85723 -0.05
O -10.71434 -10.63806 7.89731 -0.08
H -10.11580 -8.07993 9.81022 0.08
H -10.42328 -9.76740 10.08911 0.08
H -11.71378 -8.76285 9.58500 0.04
H -10.54586 -8.60726 7.29852 0.14
H -8.46726 -9.77643 6.83722 0.10
H -8.17839 -9.98046 8.56497 0.06
H -8.24435 -8.30669 7.86380 0.10
H -10.74138 -10.88214 6.96550 0.10
C -12.57166 -18.09890 8.10512 -0.07
C -13.61998 -17.04402 8.10451 -0.44
C -14.97031 -17.67576 8.56288 -0.04
O -13.20052 -15.99417 8.99365 -0.11
H -12.90179 -19.00682 7.58396 0.09
H -12.44913 -18.49963 9.16178 0.10
H -11.55284 -17.77490 7.82880 0.09
H -13.69343 -16.47167 7.11086 0.17
H -15.83751 -17.02579 8.35023 0.07
H -15.02907 -17.90895 9.62891 0.06
H -15.16875 -18.62865 8.03450 0.09
H -12.91831 -16.31477 9.90620 0.10
C -9.78083 -17.42753 14.00744 -0.14
C -9.35009 -17.07822 12.53537 -0.13
O -10.54407 -17.31989 11.72253 -0.13
O -10.72400 -16.43080 14.52574 -0.09
H -8.98629 -17.51344 14.70117 0.11
H -10.26006 -18.39252 13.99131 0.11
H -8.60352 -17.75535 12.09842 0.13
H -8.97709 -16.02416 12.44186 0.12
H -10.54651 -16.65758 10.99680 0.08
H -11.61572 -16.81923 14.45267 0.08
C -9.05829 -12.83944 11.18724 -0.21
C -9.45594 -13.64304 9.93446 -0.22
O -10.29225 -14.69336 10.28760 -0.11
O -10.17403 -12.23270 11.80764 -0.11
H -8.34127 -12.02762 10.85158 0.14
H -8.56712 -13.45821 11.88283 0.09
H -8.48446 -14.03061 9.53283 0.14
H -9.99481 -12.94978 9.21415 0.12
H -10.92079 -14.29388 10.95132 0.02
H -9.94785 -12.05203 12.74160 0.07
C -8.42661 -12.27506 15.45237 -0.24
C -8.53344 -13.75135 15.18256 -0.23
O -9.86548 -14.00836 14.80572 -0.11
O -8.77061 -11.40418 14.39969 -0.06
H -7.33988 -12.16154 15.88656 0.16
H -9.13481 -12.05602 16.22796 0.11
H -8.37202 -14.42544 16.03402 0.13
H -7.80914 -14.07565 14.34608 0.14
H -10.08830 -14.93234 14.60782 0.03
H -9.46801 -10.80875 14.65125 0.02
C -13.07761 -12.27824 8.86375 -0.16
C -13.54327 -11.06114 9.62143 -0.21
O -13.11013 -11.08267 10.97423 -0.16
O -13.33955 -13.46307 9.65449 -0.14
H -12.03546 -12.30550 8.73309 0.08
H -13.70860 -12.19216 7.97742 0.14
H -14.62341 -10.98066 9.59966 0.13
H -13.10686 -10.23501 9.10625 0.10
H -13.34478 -10.17271 11.32286 0.08
H -13.16015 -14.27441 9.19824 0.03
C -12.49542 -11.74816 15.15704 -0.22
C -12.17473 -10.30737 14.87707 -0.19
O -10.82748 -10.01527 15.34789 -0.06
O -11.88655 -12.54143 14.14136 -0.16
H -13.57497 -11.86102 15.00841 0.12
H -12.20870 -12.03851 16.18332 0.15
H -12.93475 -9.72220 15.44600 0.13
H -12.28357 -10.17774 13.77597 0.13
H -10.66121 -9.13874 14.99401 0.10
H -11.31864 -13.18281 14.64405 0.06
C -13.59566 -16.01474 12.81586 -0.19
C -13.82943 -17.48213 12.64735 -0.18
O -12.65421 -18.19047 13.10095 -0.07
O -12.58493 -15.50722 11.92796 -0.15
H -13.33238 -15.92018 13.85950 0.12
H -14.44003 -15.40939 12.66368 0.08
H -14.15402 -17.78182 11.61988 0.12
H -14.58586 -17.83520 13.34476 0.13
H -12.10995 -18.25910 12.31355 0.06
H -11.80583 -16.02900 12.16792 0.05
```

Summary:
Molar mass: 660.659 g/mol
Relative energy (zero: lowest compared OMol25 entry of this formula, charge and spin): 0.00 kcal per mole
HOMO-LUMO gap (spin up / spin down): 5.671 / 10.397 eV
Spin multiplicity: 4
Charge: +1
<S²>: 3.752
Energy: -81856.718 eV
LUMO energy (spin up / spin down): -1.70 / -1.92 eV

No. 2
C10H18Cl3F6MgN5O6S2 as an isolated structure in a non-equilibrium geometry. Source: the OMol25 dataset; level of theory: ωB97M-V/def2-TZVPD.

XYZ file:
```
51
Properties=species:S:1:pos:R:3:lowdin_charge:R:1
Mg 0.07262 0.06544 0.08689 0.54
N 2.18939 -0.24125 0.62989 0.00
C 2.52879 -1.66727 0.57978 -0.19
C 2.15511 -2.15693 -0.81574 -0.16
N 0.74134 -1.85640 -1.09927 -0.20
C -0.07691 -3.01673 -0.70849 -0.17
C -1.52117 -2.61849 -0.45839 -0.20
N -1.47631 -1.54501 0.53088 0.00
C 0.50131 -1.53942 -2.51919 -0.17
C 1.27530 -0.30613 -2.98926 -0.21
N 1.16782 0.73546 -1.96693 0.00
H 2.80181 0.26957 0.00346 0.10
H 2.34380 0.14628 1.55365 0.04
H 1.95484 -2.18814 1.34934 0.11
H 3.59083 -1.86126 0.75875 0.12
H 2.35515 -3.22807 -0.92602 0.13
H 2.78996 -1.62599 -1.52409 0.11
H 0.31427 -3.39014 0.24078 0.13
H 0.00070 -3.81363 -1.45978 0.13
H -2.07769 -3.49594 -0.11607 0.12
H -2.00134 -2.24704 -1.36553 0.11
H -1.18307 -1.92296 1.43302 0.07
H -2.39831 -1.14988 0.66280 0.07
H -0.56120 -1.31616 -2.62308 0.11
H 0.74047 -2.39913 -3.16057 0.13
H 0.87442 -0.00156 -3.96073 0.12
H 2.32593 -0.54760 -3.14914 0.11
H 0.29612 1.23940 -2.08247 0.07
H 1.89851 1.43043 -2.05293 0.10
F 0.36663 5.18808 1.15491 0.15
C -0.54718 4.45294 0.52974 -0.65
F -1.73660 5.02377 0.69098 0.14
F -0.24698 4.44210 -0.77700 0.12
S -0.51271 2.70075 1.19826 0.65
O 0.46728 2.10075 0.30364 -0.33
O -0.22738 2.90198 2.56999 -0.25
N -1.99530 2.22186 0.94029 -0.24
S -2.48219 1.33936 -0.23655 0.65
O -1.41712 0.76523 -1.05855 -0.34
O -3.55784 0.47261 0.12158 -0.24
C -3.29374 2.48122 -1.47610 -0.65
F -3.25796 1.85784 -2.66089 0.14
F -4.55337 2.72521 -1.16176 0.17
F -2.63959 3.63151 -1.58343 0.15
Cl -0.44399 0.59989 5.25733 0.64
C 0.84715 -0.08985 4.26619 -1.49
Cl 2.06747 1.15536 3.93983 0.63
Cl 1.63461 -1.40154 5.14644 0.61
C 0.15154 -0.65449 2.95860 -0.76
O -0.15134 -1.84163 2.99611 -0.01
O -0.09385 0.17559 2.02882 -0.16
```

Summary:
Molar mass: 613.069 g/mol
Relative energy (zero: lowest compared OMol25 entry of this formula, charge and spin): 18.53 kcal per mole
HOMO-LUMO gap: 9.725 eV
Charge: 0
Energy: -111389.265 eV
LUMO energy: -0.03 eV

No. 3
C7H20AgN6O7 as an isolated structure in a non-equilibrium geometry. Source: the OMol25 dataset; level of theory: ωB97M-V/def2-TZVPD.

XYZ file:
```
41
Properties=species:S:1:pos:R:3:lowdin_charge:R:1
Ag -0.38906 -0.32430 -0.33712 0.75
O -3.55144 -2.25833 2.55587 -0.45
C -3.23474 -3.21638 1.58196 -0.50
C -2.00271 -2.99923 0.55982 -0.43
O -2.22218 -2.10536 -0.54257 -0.45
H -4.12611 -3.33088 0.96516 0.05
H -2.88440 -4.08603 2.13790 0.02
H -1.78862 -3.90012 -0.01521 0.02
H -1.00110 -2.85813 0.96598 0.04
O -1.36451 0.81260 1.58660 -0.37
C -1.83728 2.10094 1.21366 -0.47
C -2.88815 2.45483 0.16093 -0.44
O -4.24052 1.87058 -0.10808 -0.51
H -0.94819 2.71737 1.08087 0.03
H -2.17526 2.43555 2.19442 0.06
H -2.33499 2.25931 -0.75770 0.04
H -3.09783 3.52251 0.22578 0.04
C 2.32780 1.91016 2.60660 -0.81
O 3.47055 1.76921 2.92541 -0.02
N 1.60890 3.00566 2.45185 0.16
N 1.55018 0.86033 2.37650 0.18
H 0.60034 2.97532 2.40735 0.09
H 2.11770 3.85749 2.26315 0.09
H 2.03330 -0.02661 2.38216 0.10
H 0.68442 0.99837 1.87500 0.04
C 0.14468 -0.79289 -3.39982 -0.72
O 0.25032 0.02068 -2.52239 -0.05
N -0.70039 -1.83310 -3.36331 0.19
N 0.91314 -0.72893 -4.49353 0.13
H -0.69854 -2.32567 -4.24506 0.07
H -1.20974 -2.20705 -2.57538 0.07
H 1.51788 0.07998 -4.48682 0.09
H 0.87767 -1.37673 -5.26761 0.08
C 2.73829 -0.30787 -0.38707 -0.83
O 1.85805 -1.16139 -0.32124 -0.02
N 2.73832 0.70696 -1.13292 0.18
N 3.81482 -0.33220 0.35213 0.15
H 1.82010 0.84081 -1.53174 0.08
H 3.39477 1.44928 -0.93765 0.11
H 3.82440 -0.95822 1.14466 0.11
H 4.40996 0.48168 0.41140 0.09
```

Summary:
Molar mass: 408.140 g/mol
Relative energy (zero: lowest compared OMol25 entry of this formula, charge and spin): 61.35 kcal per mole
HOMO-LUMO gap: 1.873 eV
Charge: -3
Energy: -34844.323 eV
LUMO energy: 6.21 eV

The lowest charge belongs to which entry? C7H20AgN6O7

Which of these has the lowest molar mass? C7H20AgN6O7

What is the energy in the second record? -111389.265 eV